(1)
The following is a DFT calculation (ωB97M-V/def2-TZVPD) of a molecular structure, C31H52BCaF4N5S2Si2.

The total charge is 0. The value obtained for the energy above the lowest of the compared OMol25 structures with the same formula, charge and spin is 81.34 kJ/mol. The LUMO energy is -1.22 eV. For the largest force on an atom, the calculation gives 0.50 eV Å⁻¹.

```
98
Properties=species:S:1:pos:R:3:lowdin_charge:R:1
Ca 0.11 -1.83 -0.93 1.193
C -1.38 -2.52 2.06 -0.189
C -2.41 -1.96 1.08 -0.231
N -2.22 -2.48 -0.26 -0.159
C -2.57 -3.88 -0.45 -0.193
C -1.49 -4.66 -1.20 -0.188
N -0.14 -4.34 -0.71 -0.132
C 0.13 -4.81 0.66 -0.186
C 0.73 -3.74 1.57 -0.209
N 0.00 -2.47 1.53 -0.147
H -1.45 -2.00 3.01 0.122
H -1.62 -3.57 2.27 0.104
H -3.40 -2.20 1.50 0.117
H -2.34 -0.87 1.02 0.088
H -2.62 -1.83 -0.96 0.032
H -2.75 -4.35 0.52 0.106
H -3.51 -3.99 -1.00 0.116
H -1.70 -5.73 -1.13 0.123
H -1.50 -4.40 -2.27 0.106
H 0.55 -4.70 -1.36 0.096
H -0.80 -5.18 1.09 0.104
H 0.82 -5.66 0.65 0.128
H 0.78 -4.15 2.59 0.121
H 1.76 -3.53 1.25 0.102
H 0.53 -1.76 2.01 0.090
S -0.02 0.94 0.06 0.761
C 1.30 1.30 1.00 -0.675
N 1.26 2.12 2.05 -0.095
C 2.50 2.58 2.67 -0.095
C 3.53 2.78 1.58 -0.094
N 3.70 1.52 0.88 -0.103
C 5.06 1.19 0.46 -0.115
C 5.94 0.84 1.63 -0.217
C 7.10 1.56 1.89 -0.046
C 7.90 1.24 2.98 -0.078
C 7.54 0.19 3.82 -0.085
C 6.38 -0.53 3.57 -0.073
C 5.59 -0.21 2.48 -0.035
C 2.66 0.72 0.65 -0.684
S 2.79 -0.81 0.02 0.791
C 0.01 2.69 2.57 -0.110
C -0.14 4.15 2.20 -0.214
C -0.05 5.13 3.17 -0.054
C -0.17 6.47 2.83 -0.080
C -0.37 6.84 1.51 -0.082
C -0.46 5.85 0.53 -0.065
C -0.35 4.52 0.87 -0.033
H 2.85 1.86 3.40 0.143
H 2.29 3.53 3.17 0.129
H 4.49 3.06 2.01 0.135
H 3.20 3.57 0.89 0.147
H 5.46 2.06 -0.06 0.134
H 5.00 0.37 -0.25 0.091
H 7.38 2.38 1.24 0.113
H 8.80 1.81 3.17 0.105
H 8.17 -0.06 4.66 0.104
H 6.11 -1.35 4.21 0.105
H 4.69 -0.79 2.27 0.090
H 0.04 2.58 3.65 0.132
H -0.81 2.10 2.17 0.085
H 0.10 4.85 4.21 0.111
H -0.10 7.23 3.60 0.104
H -0.46 7.88 1.24 0.104
H -0.63 6.13 -0.50 0.109
H -0.44 3.75 0.11 0.081
C -4.88 1.91 -2.59 -0.202
Si -3.90 0.80 -1.40 0.353
C -5.25 -0.30 -0.62 -0.181
C -3.38 1.98 0.00 -0.209
C -2.54 -0.16 -2.15 -0.408
Si -2.82 -0.91 -3.78 0.351
C -4.37 -2.00 -3.78 -0.187
C -1.39 -2.01 -4.36 -0.183
C -3.10 0.29 -5.23 -0.194
H -5.58 2.55 -2.05 0.020
H -5.46 1.32 -3.31 0.015
H -4.21 2.55 -3.17 0.025
H -6.08 0.30 -0.26 0.025
H -4.86 -0.87 0.23 -0.001
H -5.64 -1.02 -1.34 0.011
H -4.28 2.47 0.37 0.026
H -2.70 2.76 -0.36 0.008
H -2.90 1.48 0.84 -0.016
H -1.59 0.38 -2.11 -0.076
H -4.34 -2.79 -3.02 0.008
H -4.49 -2.48 -4.75 0.026
H -5.28 -1.41 -3.59 0.013
H -1.14 -2.83 -3.69 -0.006
H -0.48 -1.43 -4.52 0.029
H -1.66 -2.46 -5.32 0.035
H -4.05 0.82 -5.14 0.006
H -3.10 -0.24 -6.19 0.021
H -2.31 1.04 -5.28 0.025
F 2.52 -3.32 -1.61 0.034
B 2.13 -3.07 -2.95 -1.246
F 1.30 -1.85 -2.85 -0.091
F 3.18 -2.82 -3.79 0.183
F 1.30 -4.11 -3.36 0.132
```

---

(2)
The following is a DFT calculation (ωB97M-V/def2-TZVPD) of a molecular structure, C31H52BeCl3CsLiN8O19PS.

The total charge is 0. The LUMO energy is -3.96 eV. For the largest force on an atom, the calculation gives 9.10 eV Å⁻¹.

```
118
Properties=species:S:1:pos:R:3:lowdin_charge:R:1
C 8.29 2.03 -1.54 -0.172
C 7.20 2.45 -0.48 -0.236
C 6.43 1.21 0.20 -0.549
Cl 6.96 -0.36 -0.54 0.695
C 4.88 1.42 0.23 -0.125
C 4.01 1.54 -0.90 -0.087
C 4.59 1.41 -2.35 -0.091
C 4.52 -0.14 -2.79 -0.163
N 3.46 -0.90 -2.08 -0.083
C 2.82 -1.90 -2.99 -0.246
C 1.54 -1.34 -3.74 -0.066
C 4.04 -1.76 -1.01 -0.453
C 3.65 -1.65 0.49 0.023
O 4.87 -2.59 -1.34 0.030
C 2.50 1.80 -0.82 -0.093
C 1.68 1.96 -2.13 -0.136
C 1.76 3.51 -2.54 -0.159
C 0.77 4.44 -1.74 -0.298
N 1.51 5.09 -0.62 -0.098
C 1.86 1.88 0.47 -0.112
C 0.34 2.10 0.74 -0.134
C -0.62 1.03 0.07 -0.169
C 0.09 -0.34 -0.33 -0.239
N -0.89 -1.46 -0.17 -0.017
C 2.74 1.72 1.67 -0.258
N 2.36 1.74 2.98 -0.236
S 3.68 1.50 3.96 1.053
N 4.88 1.38 2.79 -0.218
C 4.24 1.50 1.60 -0.296
H 9.09 1.35 -1.14 0.064
H 8.83 2.97 -1.86 0.081
H 7.84 1.62 -2.48 0.059
H 7.69 3.06 0.31 0.113
H 6.46 3.10 -1.03 0.103
H 6.77 1.19 1.27 0.096
H 4.06 2.06 -3.10 0.101
H 5.68 1.69 -2.40 0.084
H 5.54 -0.59 -2.74 0.084
H 4.22 -0.11 -3.88 0.126
H 3.61 -2.34 -3.67 0.112
H 2.44 -2.72 -2.30 0.103
H 1.08 -0.45 -3.26 0.046
H 1.81 -1.20 -4.82 0.078
H 0.77 -2.17 -3.73 0.079
H 3.27 -2.63 0.87 0.101
H 2.84 -0.89 0.65 0.053
H 4.53 -1.35 1.12 0.095
H 0.60 1.68 -2.05 0.089
H 2.12 1.42 -3.01 0.092
H 2.82 3.90 -2.55 0.113
H 1.41 3.54 -3.62 0.120
H -0.10 3.82 -1.42 0.093
H 0.36 5.23 -2.44 0.060
H 0.94 5.22 0.21 0.060
H 2.38 4.58 -0.40 0.076
H 0.17 2.03 1.86 0.098
H 0.10 3.17 0.48 0.082
H -1.02 1.49 -0.89 0.088
H -1.53 0.82 0.70 0.100
H 0.31 -0.30 -1.42 0.080
H 0.95 -0.61 0.32 0.094
H -1.17 -1.54 0.80 0.061
H -1.69 -1.34 -0.81 -0.005
O -3.24 -1.19 -1.35 -0.392
Cl -4.62 -0.93 -1.71 0.665
O -5.43 -2.05 -1.36 -0.312
O -4.71 -0.68 -3.12 -0.321
O -5.10 0.25 -0.99 -0.462
O 2.14 -5.15 -3.84 0.343
H 2.51 -4.94 -2.95 0.196
H 1.87 -6.09 -3.92 0.207
H 2.76 -4.89 -4.56 0.204
Li -4.28 2.28 -0.62 0.873
O 1.22 -1.66 5.69 -0.345
Cl 2.51 -1.45 6.31 0.645
O 2.49 -2.03 7.65 -0.783
O 2.77 -0.04 6.41 -0.387
O 3.53 -2.08 5.53 -0.328
C -8.63 -3.85 -4.44 -0.090
C -9.10 -3.29 -5.62 -0.077
C -9.31 -1.92 -5.70 0.004
C -9.03 -1.13 -4.60 -0.133
C -8.57 -1.68 -3.42 -0.004
C -8.36 -3.05 -3.34 -0.075
N -9.23 0.33 -4.69 -0.338
O -9.65 0.77 -5.73 0.102
O -8.94 1.00 -3.70 0.059
H -8.46 -4.92 -4.38 0.098
H -9.30 -3.92 -6.48 0.102
H -9.68 -1.49 -6.62 0.125
H -8.36 -1.06 -2.55 0.116
H -8.00 -3.49 -2.42 0.102
C 3.26 -4.49 10.31 -0.184
N 4.75 -4.53 10.27 -0.441
O 5.31 -3.67 9.61 0.103
O 5.29 -5.41 10.91 0.089
H 2.92 -3.65 9.70 -0.282
H 2.90 -5.43 9.91 0.123
H 2.96 -4.36 11.35 0.093
Cs 1.54 -2.60 9.75 1.651
C -0.70 0.69 6.08 -0.350
O -0.49 0.83 7.27 0.012
N -1.91 0.73 5.49 -0.195
C -2.08 0.55 4.06 -0.063
C -3.09 0.98 6.30 -0.042
H 0.12 0.50 5.37 0.112
H -2.53 1.45 3.63 0.083
H -2.72 -0.31 3.88 0.092
H -1.11 0.38 3.58 0.077
H -2.98 1.94 6.81 0.093
H -3.17 0.19 7.06 0.091
H -3.99 0.99 5.69 0.086
O -12.93 1.57 -5.01 -0.275
P -12.63 2.70 -5.98 -0.139
O -11.56 3.63 -5.40 -0.154
O -13.91 3.50 -6.22 -0.156
O -12.13 2.12 -7.30 -0.264
Be 1.72 7.08 -1.30 0.099
```

---

Number 1: highest occupied orbital energy -6.134 eV, frontier orbital gap 4.92 eV. Number 2: highest occupied orbital energy -6.062 eV, frontier orbital gap 2.11 eV.